Density functional theory data (ωB97M-V with the def2-TZVPD basis set) for a cluster of 10 separate species, C24H44N2O30S5 in total.

Properties
Net charge = +1
E_HOMO (alpha / beta) = -12.56 / -12.56 eV
⟨S²⟩ = 0.7567
E_LUMO (alpha / beta) = -3.598 / -8.993 eV
Multiplicity = 2
Kohn-Sham gap (alpha / beta) = 9.0 / 3.6 eV

Atoms and positions in Å:
C  -0.59143  0.75350  1.87427
H  -0.14246  4.91830  -0.93505
H  4.72067  -5.72038  0.65174
C  -2.64913  -0.17792  -3.04186
H  -4.66531  5.55064  0.53983
H  -4.12038  -3.52671  4.31195
O  2.36858  -6.61944  -0.30096
H  2.55017  1.05058  0.60556
H  3.79415  -0.00013  -1.96107
H  -4.45049  4.93583  2.20499
C  3.63622  -6.63289  -0.75294
O  -2.85066  5.94765  1.43564
O  2.64227  5.21344  3.30921
O  -4.58087  0.01879  -1.74162
O  -1.51000  4.98413  3.50719
O  4.54478  -0.85029  -0.25801
H  -1.95649  4.28040  -2.20892
C  2.17719  -3.39845  -3.78182
O  -5.56697  -2.34068  6.07760
H  0.00697  1.37103  2.54409
O  0.15728  1.77184  -1.05505
C  -2.89397  -3.48874  0.71713
H  -2.23928  -2.69307  0.36161
O  4.25159  -0.57308  2.31681
H  2.17279  -0.53221  -4.11788
O  -0.71770  2.98586  -3.17960
O  4.56465  1.33839  0.59941
C  -3.62283  -0.22642  -0.89240
O  3.23555  2.69581  3.83996
S  0.34706  -1.70691  1.81850
H  -1.53982  -0.17506  3.67651
O  1.15271  3.87462  -2.06789
O  1.94525  3.52172  1.85460
H  -2.58837  -0.00078  2.32179
H  2.50837  4.52727  0.12130
C  2.96625  5.58193  1.98675
C  2.12564  -5.52458  0.61309
H  -4.56728  -0.97227  -3.59069
H  0.53242  5.67554  -2.40763
H  -2.24931  -1.72526  -1.71936
H  -0.25606  -2.00133  -4.94530
O  1.20133  -1.80121  3.02264
C  3.35774  1.14000  -0.12102
C  -3.96121  5.11230  1.24709
H  -2.53715  -3.94940  1.63831
O  2.82071  -4.41480  -3.57622
H  -0.06014  -0.91222  -3.59868
H  2.59374  -0.77043  -0.85152
N  -2.81258  -4.48123  -0.35385
C  4.23872  -5.40285  -0.27292
H  -3.14323  -1.99290  4.12443
H  2.68695  -4.04914  -0.85611
O  6.53167  -0.22722  1.16223
N  -4.83953  -1.84061  5.24678
O  4.21962  -7.53611  -1.30218
H  -3.36384  3.82217  -0.31511
H  3.90517  6.12276  1.86830
S  2.13857  3.60991  3.51062
O  -1.21833  -1.54070  2.13482
H  2.36517  -5.59266  1.67426
H  -1.20412  4.87285  -3.67742
C  1.69692  -1.34464  -4.66706
H  -3.90951  2.85598  1.11439
H  0.96086  -2.49242  -2.13528
H  -3.16638  -3.06149  5.68660
C  3.52070  -0.20176  -0.92537
O  0.34139  -0.16117  1.16629
C  -3.38046  3.74536  0.77205
S  5.04142  -0.16636  1.13985
O  -4.94401  -0.72371  4.71730
O  -0.34091  5.58957  1.41990
C  0.36511  -1.79650  -4.07337
H  3.74749  3.73177  1.13798
C  0.12400  4.75987  -1.98003
O  1.53462  1.55957  -3.18078
H  3.27633  1.98580  -0.80373
C  3.09841  -4.49784  0.04803
H  1.66219  -0.99087  -5.69748
O  -1.74824  -4.46203  -0.99851
O  -2.02610  3.61858  1.25717
O  -3.73649  -5.24947  -0.46890
H  4.84843  -4.98094  -1.07189
C  -1.56499  -0.26282  2.59034
C  -4.12336  -0.11243  -3.08896
H  -3.89992  -3.06954  0.69648
C  -1.03683  4.25729  -2.79356
S  0.57480  2.34257  -2.35249
H  3.34765  -3.63293  0.66279
C  -2.38898  -0.64570  -1.66329
H  -4.36390  0.76016  -3.69627
H  0.11345  -3.78675  -2.99742
C  2.83505  4.32803  1.14193
C  0.81305  -2.95843  -3.10949
H  -2.24356  0.83356  -3.06411
H  -1.52940  -0.18388  -1.17755
O  -3.77578  -0.15021  0.32217
H  2.27537  6.38316  1.72439
H  -2.21227  -0.93931  -3.68804
C  -3.66745  -2.66557  4.80326
H  1.07651  -5.23969  0.69242
S  -1.54832  5.05078  2.03837
O  0.52114  -2.75408  0.81178
O  0.90483  3.57909  4.20054
O  2.53728  -2.49285  -4.72742
H  -1.17112  1.36310  1.18111